[1]
# C5H9N

A structure of composition C5H9N at a distorted geometry (ωB97M-V/def2-TZVPD, the Open Molecules 2025 dataset).

The largest force on an atom comes out at 4.70 eV/A. The calculation puts the LUMO energy at 0.0343 hartree. Its total energy is -250.56334 a.u. For the relative energy (zero: lowest compared OMol25 entry of this formula, charge and spin), the calculation gives 65.0 kcal/mol. The value obtained for the HOMO-LUMO gap is 10.012 eV.

```
! RIJCOSX wB97M-V def2-TZVPD def2/J DEFGRID3
* xyz 0 1
C -1.884 0.538 -0.079
C -0.915 -0.550 -0.127
C 0.939 -0.119 0.604
C 2.035 -0.462 -0.382
C 0.552 1.223 0.710
N -0.066 2.203 0.657
H -2.371 0.796 0.853
H -1.845 1.331 -0.817
H -2.490 -0.374 -0.513
H -1.152 -1.362 0.539
H -0.627 -0.826 -1.132
H 1.052 -0.611 1.575
H 2.011 -1.540 -0.558
H 1.857 0.044 -1.331
H 3.050 -0.192 -0.059
*
```

Here are the natural (NBO) charges for atoms 1 to 8, given in e: atom 1 (C): -0.62, atom 2 (C): -0.31, atom 3 (C): -0.36, atom 4 (C): -0.61, atom 5 (C): 0.27, atom 6 (N): -0.39, atom 7 (H): 0.24, atom 8 (H): 0.24

=====

[2]
# C5H9N

An isolated molecule of C5H9N at a distorted geometry (ωB97M-V/def2-TZVPD, the Open Molecules 2025 dataset).

The largest force on an atom comes out at 1.19 eV/A. As for the SMILES: CC(C)CC#N. The calculation puts the LUMO energy at 0.0329 hartree. Its total energy is -250.65103 a.u. For the relative energy (zero: lowest compared OMol25 entry of this formula, charge and spin), the calculation gives 10.0 kcal/mol. The value obtained for the HOMO-LUMO gap is 12.162 eV.

```
! RIJCOSX wB97M-V def2-TZVPD def2/J DEFGRID3
* xyz 0 1
C 0.815 -1.409 -0.084
C 0.624 0.107 -0.016
C -0.110 0.680 -1.244
C -0.207 0.514 1.235
C -1.624 0.577 0.860
N -2.709 0.598 0.460
H 1.338 -1.801 0.799
H 1.406 -1.681 -0.965
H -0.153 -1.917 -0.156
H 1.623 0.561 0.075
H 0.088 0.111 -2.151
H 0.144 1.737 -1.380
H -1.199 0.631 -1.107
H 0.093 1.497 1.617
H -0.130 -0.203 2.058
*
```

Here are the natural (NBO) charges for atoms 1 to 8, given in e: atom 1 (C): -0.61, atom 2 (C): -0.20, atom 3 (C): -0.63, atom 4 (C): -0.51, atom 5 (C): 0.30, atom 6 (N): -0.34, atom 7 (H): 0.21, atom 8 (H): 0.22

=====

[3]
# C5H9N

An isolated molecule of C5H9N (ωB97M-V/def2-TZVPD, the Open Molecules 2025 dataset).

The largest force on an atom comes out at 0.38 eV/A. As for the SMILES: C1CC1N1CC1. The calculation puts the LUMO energy at 0.0485 hartree. Its total energy is -250.58550 a.u. For the relative energy (zero: lowest compared OMol25 entry of this formula, charge and spin), the calculation gives 51.1 kcal/mol. The value obtained for the HOMO-LUMO gap is 10.265 eV.

```
! RIJCOSX wB97M-V def2-TZVPD def2/J DEFGRID3
* xyz 0 1
C 1.488 -0.363 -0.776
C 1.861 0.585 0.341
C 0.560 -0.156 0.372
N -0.652 0.592 0.124
C -1.849 0.107 0.780
C -1.666 -0.075 -0.675
H 1.203 0.071 -1.730
H 2.029 -1.301 -0.843
H 2.655 0.298 1.026
H 1.808 1.646 0.128
H 0.476 -0.967 1.097
H -1.754 -0.779 1.406
H -2.528 0.860 1.163
H -2.192 0.561 -1.383
H -1.437 -1.078 -1.030
*
```

Here are the natural (NBO) charges for atoms 1 to 8, given in e: atom 1 (C): -0.44, atom 2 (C): -0.42, atom 3 (C): -0.07, atom 4 (N): -0.40, atom 5 (C): -0.25, atom 6 (C): -0.26, atom 7 (H): 0.22, atom 8 (H): 0.21

=====

no.,highest occupied orbital energy (eV)
1,-9.08
2,-11.27
3,-8.95